Entry from OMol25: one molecule with the formula C3H4ClI in a non-equilibrium geometry (wB97M-V/def2-TZVPD).

The total energy is -23797.3564 eV. Its SMILES is Cl[C@@H]1C[C@H]1I. Its strongest force on any atom is 2.38 eV/Å. The HOMO energy comes out at -9.5 eV. Its gap between HOMO and LUMO is 9.815 eV.

Cartesian coordinates (Å):
I: -2.67 -0.01 0.04
Cl: 1.58 1.72 -0.01
C: 0.40 -0.87 0.05
C: -0.61 0.08 -0.54
C: 0.35 0.58 0.54
H: 1.24 -1.06 -0.62
H: 0.31 -1.85 0.65
H: -0.67 0.33 -1.61
H: 0.08 1.07 1.49


Entry from OMol25: C10H16Cl4O5Ru as an isolated structure in a non-equilibrium geometry (wB97M-V/def2-TZVPD).

The total energy is -73533.1442 eV. Its strongest force on any atom is 3.25 eV/Å. The HOMO energy (spin up / spin down) comes out at -1.1 / -2.0 eV. Its gap between HOMO and LUMO (spin up / spin down) is 5.915 / 6.802 eV. The net charge is -2. Its multiplicity is 5.

Cartesian coordinates (Å):
Ru: 0.49 -0.42 0.06
Cl: -0.19 -1.91 1.71
Cl: -1.14 0.93 -0.51
Cl: -4.66 0.98 3.25
Cl: 1.10 0.89 1.98
O: -4.20 0.17 2.12
O: -5.03 0.10 4.35
O: -5.83 1.76 2.83
O: -0.76 -2.11 -1.04
O: -3.60 1.88 3.68
C: 2.04 -1.47 -1.24
C: 1.40 -0.91 -2.48
C: 2.20 0.84 -1.11
C: 2.19 -2.92 -0.96
C: 2.69 -0.41 -0.57
C: 0.98 -1.60 -3.58
C: 0.72 1.42 -3.16
C: 2.56 2.21 -0.65
C: 3.78 -0.58 0.43
C: 1.40 0.53 -2.22
H: 0.99 -2.69 -3.53
H: 2.51 2.33 0.44
H: 0.78 -1.10 -4.52
H: 1.33 -3.50 -1.31
H: -1.38 -1.78 -1.69
H: 2.23 -3.01 0.14
H: 3.76 0.32 1.04
H: 4.79 -0.70 -0.02
H: -0.09 0.90 -3.64
H: 0.32 2.29 -2.68
H: 3.59 -1.47 1.05
H: 1.83 2.90 -1.08
H: -1.14 -2.05 -0.18
H: 1.38 1.73 -3.96
H: 3.57 2.54 -0.95
H: 3.10 -3.35 -1.40


Going through the records in order, we get energy above the lowest of the compared OMol25 structures with the same formula, charge and spin values of 50.0 0.0 kJ/mol.